The following is a quantum chemistry calculation of a 2-piece molecular cluster, C10H16N2OS overall at a distorted geometry, from OMol25.

Output
**LUMO energy (alpha / beta)**: 0.70 / 0.72 eV
**E_tot**: -26486.6719 eV
**Kohn-Sham gap (alpha / beta)**: 0.2314 / 0.2491 Eh
**Highest occupied orbital energy (alpha / beta)**: -5.60 / -6.06 eV

```
! RIJCOSX wB97M-V def2-TZVPD def2/J DEFGRID3
* xyz 0 1
C 1.7767 -0.5685 -1.7265
C 2.0190 -1.7266 -2.4171
C 1.9875 -2.3620 -0.3752
C 1.6754 -1.0269 -0.3613
C -1.7936 1.3071 2.3866
C -2.1318 -0.0190 1.5762
C -1.7083 2.3532 1.2934
C -1.2656 -0.0791 0.3164
C -1.3663 -1.2664 -0.5523
C 1.4300 -0.2084 0.8023
N 2.5357 1.8329 0.2490
N 1.6064 1.0770 1.0209
O 2.1351 -2.7962 -1.5826
S -0.8894 1.5318 -0.1673
H 1.7868 0.4744 -2.1908
H 2.1702 -2.0435 -3.3488
H 2.0200 -3.0095 0.4255
H -2.5451 1.6080 3.1342
H -0.8178 1.1942 2.7840
H -2.0040 -0.9640 2.1493
H -3.2041 -0.0844 1.5199
H -2.6589 2.6042 0.8373
H -1.0618 3.1842 1.4266
H -2.2095 -1.2743 -1.3307
H -1.4023 -2.2439 -0.1087
H -0.4927 -1.3048 -1.1052
H 0.9966 -0.8129 1.5732
H 1.9640 2.5646 -0.3042
H 3.0517 1.2860 -0.4559
H 1.6889 1.2952 2.0075
*
```

Atom charges from the Mulliken analysis, given in e for atoms 1 to 5:
1. C -0.20
2. C -0.57
3. C -0.95
4. C 0.52
5. C -0.52


The following is a quantum chemistry calculation of a 2-piece molecular cluster, C10H16N4Si overall at a distorted geometry, from OMol25.

Output
**LUMO energy**: -1.05 eV
**E_tot**: -24464.4967 eV
**Kohn-Sham gap**: 0.2262 Eh
**Highest occupied orbital energy**: -7.20 eV

```
! RIJCOSX wB97M-V def2-TZVPD def2/J DEFGRID3
* xyz 0 1
C 0.4222 1.1521 -3.6151
C 0.7194 -2.3778 3.1824
C -0.6299 1.3755 -2.7370
C 0.2691 -1.1410 2.8643
C 1.2673 1.0159 -1.6964
C 0.3608 -2.3835 1.0275
C 2.1288 0.6969 -0.5710
C 0.3448 -2.8636 -0.3566
C -2.8400 0.6802 -0.2681
C -0.6126 2.2706 1.4063
N 1.5390 0.8911 -2.9497
N 0.7559 -3.1561 2.0591
N -0.1211 1.2514 -1.4858
N 0.1590 -1.1440 1.4740
Si -1.0387 1.1688 -0.0320
H 0.5213 1.1388 -4.7205
H 1.0908 -2.7813 4.1332
H -1.6956 1.4643 -2.9006
H 0.1621 -0.3645 3.4834
H 2.0309 1.4651 0.2685
H 1.9876 -0.3244 -0.0965
H 3.1238 0.8547 -0.7342
H 1.4463 -2.8845 -0.7802
H -0.1460 -3.7721 -0.2239
H -0.1959 -2.0009 -0.9341
H -3.5113 1.6547 -0.5637
H -2.9749 0.0368 -1.2250
H -3.2434 0.3510 0.7506
H 0.3666 2.1901 1.8212
H -0.4752 3.3927 1.2249
H -1.2110 2.1427 2.1949
*
```

Atom charges from the Mulliken analysis, given in e for atoms 1 to 5:
1. C -0.42
2. C -0.43
3. C -0.42
4. C -0.63
5. C 0.68


The following is a quantum chemistry calculation of a 2-piece molecular cluster, C10H16NO overall at a distorted geometry, from OMol25.

Output
**LUMO energy**: -3.20 eV
**E_tot**: -14155.4540 eV
**Kohn-Sham gap**: 0.3440 Eh
**Highest occupied orbital energy**: -12.56 eV

```
! RIJCOSX wB97M-V def2-TZVPD def2/J DEFGRID3
* xyz 1 1
C 4.1655 0.1443 0.5266
C 3.3589 0.7495 -0.3071
C 1.8261 -1.0310 0.7248
C -1.7668 0.5536 0.8211
C -1.1406 -0.8375 0.6144
C -0.6648 1.5188 0.3779
C -0.0636 -0.5322 -0.4078
C -2.1447 -1.8995 0.1739
C -1.1616 2.7915 -0.2836
C 0.2223 -1.4126 -1.5737
N 2.7960 -0.3106 0.4361
O 0.0949 0.7589 -0.5897
H 5.0798 -0.0509 1.0319
H 3.0892 1.4645 -1.0468
H 1.9311 -1.8152 1.4632
H -2.6373 0.6703 0.1734
H -2.0738 0.7264 1.8482
H -0.6835 -1.1792 1.5459
H 0.0100 1.7558 1.2114
H -2.9040 -2.0075 0.9436
H -1.6596 -2.8622 0.0420
H -2.6381 -1.6237 -0.7538
H -1.8599 3.2971 0.3777
H -1.6680 2.5533 -1.2167
H -0.3338 3.4624 -0.4981
H 1.0639 -1.0330 -2.1461
H -0.6532 -1.4171 -2.2271
H 0.4154 -2.4341 -1.2616
*
```

Atom charges from the Mulliken analysis, given in e for atoms 1 to 5:
1. C -0.11
2. C -0.21
3. C -0.30
4. C -1.08
5. C 0.82


The following is a quantum chemistry calculation of a 2-piece molecular cluster, C10H16NO overall at a distorted geometry, from OMol25.

Output
**LUMO energy (alpha / beta)**: -4.67 / -4.67 eV
**E_tot**: -14156.1421 eV
**Kohn-Sham gap (alpha / beta)**: 0.3032 / 0.3031 Eh
**Highest occupied orbital energy (alpha / beta)**: -12.92 / -12.92 eV

```
! RIJCOSX wB97M-V def2-TZVPD def2/J DEFGRID3
* xyz 1 1
C 3.2629 -0.3706 -0.8795
C 2.0588 0.0222 -1.3609
C 3.1463 -0.4498 0.4735
C 1.1892 0.2744 -0.2820
C -0.1077 0.7100 -0.2160
C -1.0674 1.5833 -0.0456
C -2.5441 1.3529 -0.0300
C -0.6248 3.0196 0.2232
C -0.0742 -2.0869 -0.6815
C -1.1263 -1.7781 1.4194
N -1.0085 -1.3746 0.0333
O 1.9257 -0.0651 0.9074
H 4.1061 -0.6273 -1.5295
H 2.0621 0.2134 -2.4640
H 3.8337 -0.6935 1.2506
H -2.9091 1.6912 0.8454
H -2.9573 0.2880 -0.0226
H -2.9746 1.7906 -0.8746
H -1.0547 3.2767 1.3118
H 0.4867 3.2496 0.2590
H -1.0631 3.6591 -0.4777
H -0.0884 -3.3068 -0.5230
H -0.2251 -1.9154 -1.8316
H 1.0024 -1.8222 -0.5409
H -1.8897 -1.2087 1.9152
H -1.1992 -2.7945 1.6457
H -0.1420 -1.3660 1.7900
H -2.0176 -1.2713 -0.3150
*
```

Atom charges from the Mulliken analysis, given in e for atoms 1 to 5:
1. C -0.20
2. C -0.09
3. C -0.30
4. C -0.49
5. C 0.85


The following is a quantum chemistry calculation of an isolated molecule of C10H16NPS at a distorted geometry, from OMol25.

Output
**Structure (SMILES)**: C=Nc1sc(P(=C)(C)C)c(C)c1C
**LUMO energy**: 0.13 eV
**E_tot**: -32240.0216 eV
**Kohn-Sham gap**: 0.2759 Eh
**Highest occupied orbital energy**: -7.37 eV

```
! RIJCOSX wB97M-V def2-TZVPD def2/J DEFGRID3
* xyz 0 1
C 4.3916 -0.2528 -1.1430
N 3.6158 -0.6271 -0.2140
C 2.2701 -0.5397 -0.2535
S 1.1483 0.2162 -1.4430
C -0.2174 0.1461 -0.3257
P -1.9400 0.6873 -0.8712
C -3.3188 -0.3544 -0.9106
C -1.5934 1.2805 -2.6157
C -2.0285 2.1392 0.2199
C 0.1686 -0.5893 0.7493
C -0.8667 -0.8612 1.8046
C 1.5673 -0.8698 0.8833
C 2.1427 -1.4980 2.1355
H 5.4853 -0.3252 -0.9164
H 3.8685 0.1339 -2.0339
H -3.7124 -0.5260 0.1215
H -3.2019 -1.2340 -1.4785
H -1.5448 2.3139 -2.6810
H -0.8321 0.8164 -3.0724
H -2.4434 0.9263 -3.1407
H -1.0530 2.6737 0.1642
H -2.8278 2.7609 -0.2317
H -2.0581 1.7863 1.3593
H -1.8450 -0.9874 1.3650
H -0.7455 -1.8719 2.2475
H -1.0076 -0.1918 2.7028
H 1.7611 -2.5881 2.1300
H 3.1851 -1.6073 2.3100
H 1.6320 -0.9567 3.1384
*
```

Atom charges from the Mulliken analysis, given in e for atoms 1 to 5:
1. C -0.23
2. N -0.36
3. C 0.25
4. S -0.40
5. C 0.40


The following is a quantum chemistry calculation of an isolated ion of composition C10H16NS2 and charge +1 at a distorted geometry, from OMol25.

Output
**LUMO energy**: -4.89 eV
**E_tot**: -33780.4070 eV
**Kohn-Sham gap**: 0.2803 Eh
**Highest occupied orbital energy**: -12.52 eV

```
! RIJCOSX wB97M-V def2-TZVPD def2/J DEFGRID3
* xyz 1 1
C 1.8177 1.8553 1.9529
C 1.4009 2.1140 0.6967
C 0.8715 1.4456 2.9373
C 0.0160 1.8131 0.2953
C -0.3693 1.0464 2.5565
C 1.3177 -2.3821 -2.3046
C 0.5858 -1.2372 -1.5887
C -0.8976 -1.5984 -1.4291
C -1.7564 -0.5448 -0.6499
C -1.3389 -0.2484 0.7779
N -0.6173 0.8255 1.1663
S -1.5419 -1.5720 1.8915
S -1.0683 3.3348 0.0803
H 2.7746 2.2518 2.2447
H 2.0689 2.3629 -0.1202
H 1.1223 1.4031 3.9195
H -0.0517 1.5735 -0.8613
H -0.9874 0.6754 3.2833
H 0.6213 -2.8333 -2.9901
H 1.7372 -3.1656 -1.5405
H 2.2547 -2.0197 -2.8969
H 0.8177 -1.3139 -0.5725
H 0.7629 -0.2215 -2.0419
H -1.3782 -1.9497 -2.4387
H -1.0538 -2.3775 -0.6657
H -2.7516 -1.0988 -0.5169
H -2.0202 0.3662 -1.2545
H -2.0717 -2.5306 0.9384
H -0.2648 4.0258 -0.8691
*
```

Atom charges from the Mulliken analysis, given in e for atoms 1 to 5:
1. C -0.58
2. C -0.42
3. C -0.34
4. C 0.02
5. C -0.94